[1]
{"formula": "C5H8O", "method": "ωB97M-V/def2-TZVPD", "species": ["O", "C", "C", "C", "C", "C", "H", "H", "H", "H", "H", "H", "H", "H"], "coordinates": [[1.01, -1.62, -0.52], [-0.21, -0.91, -0.40], [-0.45, -0.39, 1.04], [0.02, 1.05, 0.95], [0.11, 1.59, -0.35], [-0.23, 0.39, -1.24], [1.74, -0.99, -0.40], [-0.98, -1.62, -0.71], [0.08, -1.00, 1.78], [-1.51, -0.39, 1.29], [0.12, 1.68, 1.84], [1.15, 1.28, 0.42], [-1.25, 0.61, -1.58], [0.39, 0.31, -2.14]], "relative_energy_kcal_mol": 87.3, "e_homo_ev": -8.5, "gap_ev": 9.35}

***

[2]
{"formula": "C5H8O", "method": "ωB97M-V/def2-TZVPD", "species": ["C", "C", "C", "C", "C", "H", "H", "H", "H", "H", "H", "H", "H", "O"], "coordinates": [[-1.58, -1.05, -0.52], [-1.21, -0.18, 0.65], [0.09, 0.60, 0.46], [1.26, -0.23, 0.14], [2.22, -0.91, -0.11], [-2.61, -1.38, -0.35], [-1.57, -0.48, -1.47], [-0.85, -1.93, -0.66], [-1.08, -0.82, 1.51], [-2.07, 0.44, 0.89], [0.33, 1.07, 1.46], [0.82, 2.10, -0.53], [3.07, -1.51, -0.26], [-0.09, 1.64, -0.54]], "smiles": "C#C[C@@H](O)CC", "relative_energy_kcal_mol": 55.5, "e_homo_ev": -10.2, "gap_ev": 11.03}

***

[3]
{"formula": "C5H8O", "method": "ωB97M-V/def2-TZVPD", "species": ["C", "C", "C", "O", "C", "C", "H", "H", "H", "H", "H", "H", "H", "H"], "coordinates": [[0.90, -1.91, 0.97], [0.82, -0.49, 0.48], [-0.28, -0.05, -0.14], [-1.32, -0.92, -0.40], [-0.36, 1.29, -0.74], [0.30, 2.37, -0.31], [0.89, -1.90, 2.06], [0.13, -2.55, 0.54], [1.84, -2.37, 0.68], [1.49, 0.25, 0.88], [-2.02, -0.36, -0.77], [-1.03, 1.35, -1.60], [0.78, 3.00, -1.05], [0.53, 2.54, 0.73]], "smiles": "C=C/C(O)=C/C", "relative_energy_kcal_mol": 50.8, "e_homo_ev": -8.1, "gap_ev": 8.68}

***

[4]
{"formula": "C5H8O", "method": "ωB97M-V/def2-TZVPD", "species": ["C", "C", "C", "C", "C", "O", "H", "H", "H", "H", "H", "H", "H", "H"], "coordinates": [[-1.75, -0.10, 0.46], [-0.32, 0.23, 0.17], [0.30, 1.04, -0.92], [0.70, -0.41, -0.73], [1.52, -0.55, 0.54], [0.57, 0.23, 1.29], [-1.76, -0.89, 1.22], [-2.31, 0.75, 0.86], [-2.26, -0.47, -0.43], [0.98, 1.85, -0.66], [-0.31, 1.22, -1.81], [0.57, -1.16, -1.50], [2.53, -0.14, 0.58], [1.52, -1.59, 0.91]], "relative_energy_kcal_mol": 51.1, "e_homo_ev": -9.2, "gap_ev": 10.31}

***

[5]
{"formula": "C5H8O", "method": "ωB97M-V/def2-TZVPD", "species": ["C", "C", "C", "O", "C", "C", "H", "H", "H", "H", "H", "H", "H", "H"], "coordinates": [[0.03, -0.71, 1.09], [-1.09, -0.78, 0.00], [-0.07, -0.30, -1.08], [-0.18, 1.08, -1.44], [0.50, 1.43, -0.21], [0.92, -0.02, 0.06], [-0.18, -0.12, 1.99], [0.40, -1.69, 1.39], [-1.91, -0.07, 0.14], [-1.50, -1.77, -0.17], [0.10, -0.94, -1.94], [-0.23, 1.84, 0.51], [1.34, 2.10, -0.35], [1.99, -0.23, 0.00]], "relative_energy_kcal_mol": 49.6, "e_homo_ev": -9.4, "gap_ev": 10.58}

***

[6]
{"formula": "C5H8O", "method": "ωB97M-V/def2-TZVPD", "species": ["C", "C", "C", "C", "C", "O", "H", "H", "H", "H", "H", "H", "H", "H"], "coordinates": [[1.46, 0.06, -0.92], [-0.14, 1.12, 1.15], [-1.13, 0.43, 0.22], [-0.68, -0.98, -0.17], [0.78, -1.01, -0.54], [0.50, 0.56, 1.99], [0.97, 1.01, -1.13], [2.53, 0.08, -1.02], [-0.06, 2.23, 1.00], [-2.08, 0.40, 0.76], [-1.30, 1.06, -0.66], [-0.83, -1.67, 0.67], [-1.32, -1.36, -0.98], [1.31, -1.95, -0.37]], "smiles": "C=CCCC=O", "relative_energy_kcal_mol": 30.8, "e_homo_ev": -9.5, "gap_ev": 10.61}

***

[7]
{"formula": "C5H8O", "method": "ωB97M-V/def2-TZVPD", "species": ["C", "C", "C", "C", "C", "H", "H", "H", "H", "H", "H", "H", "H", "O"], "coordinates": [[0.89, -1.18, -0.12], [0.81, 1.19, 0.18], [-0.40, 0.62, -0.40], [-1.70, -0.01, -0.06], [-0.46, -0.69, 0.41], [0.91, -1.56, -1.14], [1.41, -1.92, 0.52], [1.24, 2.06, -0.36], [0.77, 1.44, 1.23], [-0.16, 0.44, -1.46], [-2.31, 0.41, 0.75], [-2.33, -0.35, -0.92], [-0.41, -0.49, 1.45], [1.74, 0.03, -0.07]], "smiles": "C1OC[C@@H]2C[C@@H]12", "relative_energy_kcal_mol": 87.2, "e_homo_ev": -9.0, "gap_ev": 10.10}

***

[8]
{"formula": "C5H8O", "method": "ωB97M-V/def2-TZVPD", "species": ["C", "C", "C", "C", "C", "O", "H", "H", "H", "H", "H", "H", "H", "H"], "coordinates": [[1.18, -0.93, 0.91], [-0.16, 0.95, -0.22], [-0.47, 0.17, -1.45], [-1.43, 0.07, -0.32], [0.67, 0.49, 0.90], [0.88, 1.26, 1.82], [1.83, -0.97, 1.77], [0.38, -1.66, 1.01], [1.74, -1.18, 0.01], [-0.09, 2.04, -0.30], [-0.78, 0.80, -2.26], [0.14, -0.69, -1.71], [-2.38, 0.58, -0.35], [-1.52, -0.91, 0.18]], "smiles": "CC(=O)C1CC1", "relative_energy_kcal_mol": 28.2, "e_homo_ev": -9.5, "gap_ev": 10.55}

***

[9]
{"formula": "C5H8O", "method": "ωB97M-V/def2-TZVPD", "species": ["C", "C", "O", "C", "C", "C", "H", "H", "H", "H", "H", "H", "H", "H"], "coordinates": [[0.63, 0.35, 1.51], [1.28, 1.74, -1.42], [2.25, 1.14, -1.49], [-0.89, -0.11, -0.51], [-0.93, -0.92, -1.56], [-0.48, -0.50, 0.88], [0.38, 1.42, 1.49], [0.77, 0.07, 2.56], [1.59, 0.21, 1.00], [-1.24, 0.92, -0.64], [-0.60, -1.96, -1.49], [-1.30, -0.60, -2.53], [-1.36, -0.42, 1.53], [-0.17, -1.55, 0.89]], "relative_energy_kcal_mol": 25.6, "e_homo_ev": -9.7, "gap_ev": 10.81}

***

[10]
{"formula": "C5H8O", "method": "ωB97M-V/def2-TZVPD", "species": ["C", "C", "C", "C", "O", "C", "H", "H", "H", "H", "H", "H", "H", "H"], "coordinates": [[1.40, 0.35, -1.20], [1.02, 1.07, -2.26], [-0.41, -1.13, 1.61], [-1.46, -0.74, 0.61], [-1.42, 0.61, 1.17], [-0.46, 0.13, 2.04], [1.67, -0.69, -1.29], [1.44, 0.78, -0.21], [0.74, 2.12, -2.17], [0.97, 0.64, -3.25], [-1.16, -0.71, -0.44], [-2.46, -1.17, 0.73], [0.00, 0.78, 2.78], [0.13, -2.04, 1.87]], "relative_energy_kcal_mol": 75.0, "e_homo_ev": -9.0, "gap_ev": 10.12}

***

[11]
{"formula": "C5H8O", "method": "ωB97M-V/def2-TZVPD", "species": ["C", "C", "C", "C", "C", "O", "H", "H", "H", "H", "H", "H", "H", "H"], "coordinates": [[-1.88, 0.49, 1.59], [-0.58, 0.30, 0.89], [-0.52, -0.34, -0.28], [0.64, -0.68, -1.05], [1.69, 0.19, -1.20], [2.70, -0.23, -1.95], [-2.62, -0.22, 1.33], [-1.83, 0.22, 2.64], [-2.14, 1.49, 1.61], [0.23, 0.99, 1.05], [-1.41, -0.76, -0.73], [0.73, -1.72, -1.61], [1.76, 1.13, -0.81], [3.24, -0.84, -1.47]], "smiles": "C/C=C/C=C/O", "relative_energy_kcal_mol": 59.5, "e_homo_ev": -8.2, "gap_ev": 9.21}

***

[12]
{"formula": "C5H8O", "method": "ωB97M-V/def2-TZVPD", "species": ["C", "C", "C", "O", "C", "C", "H", "H", "H", "H", "H", "H", "H", "H"], "coordinates": [[1.96, -0.48, 0.93], [0.46, -0.21, 0.72], [-0.15, -0.24, -0.49], [0.58, -0.64, -1.60], [-1.38, 0.46, -0.93], [-2.27, 1.05, -0.13], [2.00, -1.40, 0.33], [2.28, -0.76, 1.93], [2.53, 0.38, 0.45], [-0.18, 0.18, 1.55], [1.24, -1.19, -1.18], [-1.65, 0.30, -1.97], [-2.14, 1.36, 0.92], [-3.28, 1.19, -0.53]], "smiles": "C=C/C(O)=C/C", "relative_energy_kcal_mol": 48.0, "e_homo_ev": -8.3, "gap_ev": 9.19}